DFT (ωB97M-V/def2-TZVPD) results for an isolated molecule of C6H12.

Each atom is followed by the atoms it is bonded to, with distances in Å.
CARTESIAN COORDINATES (ANGSTROEM)
1 C -1.265 1.360 -0.776  C2 1.524, H7 1.097, H8 1.092, H9 1.092
2 C -0.169 1.534 0.269  C1 1.524, C3 1.515, H10 1.097, H11 1.101
3 C 0.872 0.525 -0.170  C2 1.515, C4 1.490, C5 1.535, H12 1.094
4 C 1.613 -0.468 0.658  C3 1.490, C5 1.501, H13 1.087, H14 1.083
5 C 0.548 -0.971 -0.273  C3 1.535, C4 1.501, C6 1.532, H15 1.088
6 C -0.567 -1.807 0.364  C5 1.532, H16 1.100, H17 1.098, H18 1.097
7 H -0.852 1.561 -1.772  C1 1.097
8 H -1.507 0.296 -0.767  C1 1.092
9 H -2.155 1.974 -0.631  C1 1.092
10 H -0.536 1.338 1.284  C2 1.097
11 H 0.223 2.562 0.275  C2 1.101
12 H 1.440 0.914 -1.021  C3 1.094
13 H 1.340 -0.518 1.709  C4 1.087
14 H 2.648 -0.689 0.429  C4 1.083
15 H 0.875 -1.415 -1.211  C5 1.088
16 H -0.095 -2.721 0.754  C6 1.100
17 H -1.342 -2.141 -0.337  C6 1.098
18 H -1.071 -1.335 1.216  C6 1.097

Calculated values
largest force on an atom: 0.0108 Eh/bohr
HOMO level: -9.71 eV
SMILES: CC[C@H]1C[C@H]1C
energy relative to the best compared isomer or geometry (same formula, charge and spin): 132.00 kJ/mol
lowest unoccupied orbital energy: 1.204 eV